1.
Molecular formula: CHClF2
Method: DFT, the ωB97M-V functional and the def2-TZVPD basis

Summary:
* structure (SMILES): FC(F)Cl
* Kohn-Sham gap: 13.1 eV
* highest occupied orbital energy: -0.4460 Ha
* DFT total energy: -19010.196 eV
* ΔE to the lowest compared entry with this formula, charge and spin: 5.5 kcal/mol

The geometry in ORCA input format:
```
! wB97M-V def2-TZVPD RIJCOSX def2/J DEFGRID3
* xyz 0 1
F -0.584 -1.225 0.510
C 0.348 -0.298 0.301
F 0.183 0.633 1.340
Cl 0.004 0.458 -1.105
H 1.460 -0.667 0.335
*
```

Listed below, in e, are the Mulliken charges computed for each atom:
1. F -0.189
2. C 0.355
3. F -0.233
4. Cl -0.099
5. H 0.166

2.
Molecular formula: CHClFNS
Method: DFT, the ωB97M-V functional and the def2-TZVPD basis

Summary:
* structure (SMILES): FC(=S)NCl
* Kohn-Sham gap: 9.1 eV
* highest occupied orbital energy: -0.3545 Ha
* DFT total energy: -28615.521 eV
* ΔE to the lowest compared entry with this formula, charge and spin: 31.1 kcal/mol

The geometry in ORCA input format:
```
! wB97M-V def2-TZVPD RIJCOSX def2/J DEFGRID3
* xyz 0 1
F 1.650 -0.202 0.783
C 0.564 -0.624 0.108
S 0.332 -1.899 -0.697
N -0.711 0.547 0.401
Cl -0.342 1.931 -0.571
H -1.493 0.247 -0.023
*
```

Atomic partial charges in e from the Mulliken method, atoms 1 to 5:
1. F -0.155
2. C 0.522
3. S -0.241
4. N -0.355
5. Cl -0.070

3.
Molecular formula: CHClFO2S2
Method: DFT, the ωB97M-V functional and the def2-TZVPD basis

Summary:
* structure (SMILES): O=[S@]([O-])(S)=C(F)Cl
* Kohn-Sham gap: 7.3 eV
* highest occupied orbital energy: -0.1405 Ha
* DFT total energy: -42057.215 eV
* ΔE to the lowest compared entry with this formula, charge and spin: 66.2 kcal/mol

The geometry in ORCA input format:
```
! wB97M-V def2-TZVPD RIJCOSX def2/J DEFGRID3
* xyz -1 1
O -0.650 1.762 0.508
S -0.043 0.763 -0.291
O 1.095 1.159 -1.087
S -1.370 -0.379 -1.611
C 0.307 -0.804 0.649
F 1.570 -0.398 1.114
Cl -0.864 -0.889 1.882
H -0.044 -1.214 -1.163
*
```

Atomic partial charges in e from the Mulliken method, atoms 1 to 5:
1. O -0.554
2. S 0.809
3. O -0.542
4. S -0.433
5. C -0.203

4.
Molecular formula: CHClFO3
Method: DFT, the ωB97M-V functional and the def2-TZVPD basis

Summary:
* Kohn-Sham gap (alpha / beta): 8.6 / 7.3 eV
* highest occupied orbital energy (alpha / beta): -0.6342 / -0.6337 Ha
* DFT total energy: -22419.752 eV
* ΔE to the lowest compared entry with this formula, charge and spin: 27.9 kcal/mol

The geometry in ORCA input format:
```
! wB97M-V def2-TZVPD RIJCOSX def2/J DEFGRID3
* xyz 1 1
C 2.553 1.522 0.274
O 3.088 -0.732 1.088
O 3.145 2.066 1.103
O 2.883 -0.034 0.117
F 1.945 1.877 -0.797
Cl 1.313 -0.777 -1.474
H 1.260 -2.166 -1.228
*
```

Atomic partial charges in e from the Mulliken method, atoms 1 to 5:
1. C 0.675
2. O 0.031
3. O -0.136
4. O 0.199
5. F -0.091

5.
Molecular formula: CHClI2
Method: DFT, the ωB97M-V functional and the def2-TZVPD basis

Summary:
* Kohn-Sham gap (alpha / beta): 7.9 / 7.8 eV
* highest occupied orbital energy (alpha / beta): -0.3422 / -0.3284 Ha
* DFT total energy: -29772.855 eV
* ΔE to the lowest compared entry with this formula, charge and spin: 80.7 kcal/mol

The geometry in ORCA input format:
```
! wB97M-V def2-TZVPD RIJCOSX def2/J DEFGRID3
* xyz 0 1
C -1.384 0.298 0.960
Cl -2.173 1.677 0.386
I -0.957 0.244 3.014
I -2.248 -1.561 0.259
H 0.203 -0.063 -0.122
*
```

Listed below, in e, are the Mulliken charges computed for each atom:
1. C -0.447
2. Cl -0.048
3. I 0.173
4. I 0.124
5. H 0.197

6.
Molecular formula: CHClN4O
Method: DFT, the ωB97M-V functional and the def2-TZVPD basis

Summary:
* Kohn-Sham gap (alpha / beta): 8.1 / 8.1 eV
* highest occupied orbital energy (alpha / beta): -0.3206 / -0.3206 Ha
* DFT total energy: -21576.891 eV
* ΔE to the lowest compared entry with this formula, charge and spin: 81.0 kcal/mol

The geometry in ORCA input format:
```
! wB97M-V def2-TZVPD RIJCOSX def2/J DEFGRID3
* xyz 0 1
C -0.449 0.537 -1.567
N 0.095 0.198 0.768
N 0.177 -0.484 -1.618
N 0.529 -0.946 0.489
N 0.603 -1.359 -0.722
O 0.021 0.456 2.122
Cl -0.932 1.986 -2.075
H -0.045 -0.387 2.603
*
```

Atomic partial charges in e from the Mulliken method, atoms 1 to 5:
1. C 0.501
2. N 0.023
3. N 0.229
4. N 0.059
5. N -0.700

7.
Molecular formula: CHClNO2
Method: DFT, the ωB97M-V functional and the def2-TZVPD basis

Summary:
* Kohn-Sham gap: 7.8 eV
* highest occupied orbital energy: -0.1356 Ha
* DFT total energy: -19160.979 eV
* ΔE to the lowest compared entry with this formula, charge and spin: 21.2 kcal/mol

The geometry in ORCA input format:
```
! wB97M-V def2-TZVPD RIJCOSX def2/J DEFGRID3
* xyz -1 1
C -0.092 -1.019 0.108
N -0.012 0.860 -0.467
O -0.805 -1.277 1.056
O 0.645 -1.570 -0.654
Cl -0.736 2.203 0.352
H 1.001 0.803 -0.394
*
```

Atomic partial charges in e from the Mulliken method, atoms 1 to 5:
1. C 0.648
2. N -0.444
3. O -0.582
4. O -0.559
5. Cl -0.238

8.
Molecular formula: CHClNO2S
Method: DFT, the ωB97M-V functional and the def2-TZVPD basis

Summary:
* Kohn-Sham gap (alpha / beta): 5.8 / 8.1 eV
* highest occupied orbital energy (alpha / beta): -0.0718 / -0.1943 Ha
* DFT total energy: -29995.864 eV

The geometry in ORCA input format:
```
! wB97M-V def2-TZVPD RIJCOSX def2/J DEFGRID3
* xyz -1 3
C 2.000 -0.006 0.073
N 1.704 0.992 0.916
O 0.850 -0.472 -0.603
O 3.041 -0.551 -0.128
S 0.436 1.910 0.865
Cl -1.646 1.467 0.914
H 0.021 0.066 -0.517
*
```

Atomic partial charges in e from the Mulliken method, atoms 1 to 5:
1. C 0.629
2. N -0.310
3. O -0.467
4. O -0.574
5. S -0.058

9.
Molecular formula: CHClO2PS
Method: DFT, the ωB97M-V functional and the def2-TZVPD basis

Summary:
* Kohn-Sham gap: 7.8 eV
* highest occupied orbital energy: -0.1921 Ha
* DFT total energy: -37797.821 eV
* ΔE to the lowest compared entry with this formula, charge and spin: 19.8 kcal/mol

The geometry in ORCA input format:
```
! wB97M-V def2-TZVPD RIJCOSX def2/J DEFGRID3
* xyz -1 1
C -0.205 -0.675 -0.010
O -1.832 0.519 1.751
O -2.589 -1.700 0.704
P -1.797 -0.518 0.784
S 0.009 -2.002 -0.961
Cl -2.128 0.889 -1.440
H 0.457 0.148 0.075
*
```

Atomic partial charges in e from the Mulliken method, atoms 1 to 5:
1. C -0.321
2. O -0.630
3. O -0.606
4. P 0.957
5. S -0.173

10.
Molecular formula: CHClO2PS
Method: DFT, the ωB97M-V functional and the def2-TZVPD basis

Summary:
* Kohn-Sham gap: 6.6 eV
* highest occupied orbital energy: -0.1279 Ha
* DFT total energy: -37797.113 eV
* ΔE to the lowest compared entry with this formula, charge and spin: 36.1 kcal/mol

The geometry in ORCA input format:
```
! wB97M-V def2-TZVPD RIJCOSX def2/J DEFGRID3
* xyz -1 1
C 0.934 -0.608 -0.585
O 1.259 0.358 0.065
O -1.724 1.560 -0.264
P -1.014 1.535 0.994
S 1.848 -2.111 -0.754
Cl -1.543 -0.138 1.948
H 0.241 -0.596 -1.404
*
```

Atomic partial charges in e from the Mulliken method, atoms 1 to 5:
1. C -0.077
2. O -0.552
3. O -0.402
4. P 0.483
5. S -0.543

11.
Molecular formula: CHClO2S
Method: DFT, the ωB97M-V functional and the def2-TZVPD basis

Summary:
* Kohn-Sham gap: 9.5 eV
* highest occupied orbital energy: -0.3387 Ha
* DFT total energy: -28504.660 eV
* ΔE to the lowest compared entry with this formula, charge and spin: 4.1 kcal/mol

The geometry in ORCA input format:
```
! wB97M-V def2-TZVPD RIJCOSX def2/J DEFGRID3
* xyz 0 1
C -3.428 1.747 0.271
O -3.853 0.849 0.807
O -0.049 -2.226 1.105
S -0.074 -1.304 -0.282
Cl -2.048 -1.069 -0.380
H -0.187 -1.660 1.857
*
```

Atomic partial charges in e from the Mulliken method, atoms 1 to 5:
1. C 0.139
2. O -0.131
3. O -0.448
4. S 0.189
5. Cl -0.103

12.
Molecular formula: CHF2IO
Method: DFT, the ωB97M-V functional and the def2-TZVPD basis

Summary:
* Kohn-Sham gap (alpha / beta): 4.9 / 4.8 eV
* highest occupied orbital energy (alpha / beta): -0.3682 / -0.3657 Ha
* DFT total energy: -16631.885 eV
* ΔE to the lowest compared entry with this formula, charge and spin: 101.9 kcal/mol

The geometry in ORCA input format:
```
! wB97M-V def2-TZVPD RIJCOSX def2/J DEFGRID3
* xyz 0 1
C -0.628 0.001 0.071
O -0.234 -0.785 1.043
F -0.673 1.339 0.291
F 0.087 -0.188 -1.153
I 3.052 -0.024 -0.099
H -1.604 -0.343 -0.152
*
```

Atomic partial charges in e from the Mulliken method, atoms 1 to 5:
1. C 0.349
2. O -0.407
3. F -0.196
4. F -0.212
5. I 0.352

13.
Molecular formula: CHF2N
Method: DFT, the ωB97M-V functional and the def2-TZVPD basis

Summary:
* Kohn-Sham gap (alpha / beta): 10.1 / 7.1 eV
* highest occupied orbital energy (alpha / beta): -0.4442 / -0.3658 Ha
* DFT total energy: -7973.213 eV
* ΔE to the lowest compared entry with this formula, charge and spin: 109.6 kcal/mol

The geometry in ORCA input format:
```
! wB97M-V def2-TZVPD RIJCOSX def2/J DEFGRID3
* xyz 0 1
C 0.903 0.588 -1.288
N 0.418 0.491 -0.165
F 1.507 1.409 -1.968
F -0.648 -0.967 -2.613
H 0.011 -0.378 -0.073
*
```

Listed below, in e, are the Mulliken charges computed for each atom:
1. C 0.483
2. N -0.297
3. F -0.065
4. F -0.475
5. H 0.355

14.
Molecular formula: CHF2NO
Method: DFT, the ωB97M-V functional and the def2-TZVPD basis

Summary:
* Kohn-Sham gap (alpha / beta): 5.9 / 4.2 eV
* highest occupied orbital energy (alpha / beta): -0.3077 / -0.2743 Ha
* DFT total energy: -10017.389 eV
* ΔE to the lowest compared entry with this formula, charge and spin: 145.5 kcal/mol

The geometry in ORCA input format:
```
! wB97M-V def2-TZVPD RIJCOSX def2/J DEFGRID3
* xyz 0 1
C 3.143 -0.230 0.119
N -0.165 0.490 0.716
O 3.462 -1.301 -0.239
F 3.647 0.942 0.080
F 1.148 0.437 0.151
H -0.057 1.175 1.583
*
```

Atomic partial charges in e from the Mulliken method, atoms 1 to 5:
1. C 0.573
2. N -0.295
3. O -0.220
4. F -0.066
5. F -0.189

15.
Molecular formula: CHF2O3
Method: DFT, the ωB97M-V functional and the def2-TZVPD basis

Summary:
* Kohn-Sham gap (alpha / beta): 9.3 / 9.2 eV
* highest occupied orbital energy (alpha / beta): -0.6952 / -0.6800 Ha
* DFT total energy: -12615.352 eV
* ΔE to the lowest compared entry with this formula, charge and spin: 19.0 kcal/mol

The geometry in ORCA input format:
```
! wB97M-V def2-TZVPD RIJCOSX def2/J DEFGRID3
* xyz 1 1
C -0.296 -0.231 0.394
O -0.120 -0.175 -2.079
O 0.362 1.061 0.430
O 0.410 -0.421 -1.053
F -1.534 -0.133 0.101
F -0.032 -1.224 1.197
H 1.209 1.124 1.009
*
```

Atomic partial charges in e from the Mulliken method, atoms 1 to 5:
1. C 0.768
2. O 0.124
3. O -0.397
4. O 0.269
5. F -0.098

16.
Molecular formula: CHF3MgNO3S2Y
Method: DFT, the ωB97M-V functional and the def2-TZVPD basis

Summary:
* Kohn-Sham gap (alpha / beta): 4.9 / 4.5 eV
* highest occupied orbital energy (alpha / beta): -0.5326 / -0.5321 Ha
* DFT total energy: -44973.993 eV
* ΔE to the lowest compared entry with this formula, charge and spin: 17.3 kcal/mol

The geometry in ORCA input format:
```
! wB97M-V def2-TZVPD RIJCOSX def2/J DEFGRID3
* xyz 2 1
Mg -4.334 0.976 -0.148
N -1.196 0.948 -1.352
S -2.400 1.650 -2.414
O -3.568 2.148 -1.409
S -1.592 -0.418 -0.794
O -2.934 -0.487 0.021
O -0.624 -0.989 0.197
C -1.873 -1.796 -2.094
F -3.133 -1.818 -2.461
F -1.102 -1.542 -3.124
F -1.542 -2.946 -1.552
Y -1.872 -1.335 2.057
H 1.129 0.322 2.826
*
```

Atomic partial charges in e from the Mulliken method, atoms 1 to 5:
1. Mg 1.091
2. N -0.385
3. S 0.278
4. O -0.590
5. S 1.428

17.
Molecular formula: CHF3N2
Method: DFT, the ωB97M-V functional and the def2-TZVPD basis

Summary:
* Kohn-Sham gap (alpha / beta): 9.7 / 9.7 eV
* highest occupied orbital energy (alpha / beta): -0.3964 / -0.3871 Ha
* DFT total energy: -12174.249 eV
* ΔE to the lowest compared entry with this formula, charge and spin: 289.1 kcal/mol

The geometry in ORCA input format:
```
! wB97M-V def2-TZVPD RIJCOSX def2/J DEFGRID3
* xyz 0 1
C 0.163 0.096 -0.212
N -1.828 1.553 1.598
N 0.608 -1.029 -0.394
F -1.988 2.355 0.582
F 0.050 -2.216 -0.415
F 2.075 -1.515 -0.950
H 0.920 0.755 -0.209
*
```

Atomic partial charges in e from the Mulliken method, atoms 1 to 5:
1. C -0.191
2. N 0.021
3. N 0.339
4. F -0.021
5. F -0.103

18.
Molecular formula: CHF3N2O
Method: DFT, the ωB97M-V functional and the def2-TZVPD basis

Summary:
* structure (SMILES): F/N=N\F.O=CF
* Kohn-Sham gap: 11.7 eV
* highest occupied orbital energy: -0.4421 Ha
* DFT total energy: -14228.377 eV
* ΔE to the lowest compared entry with this formula, charge and spin: 65.0 kcal/mol

The geometry in ORCA input format:
```
! wB97M-V def2-TZVPD RIJCOSX def2/J DEFGRID3
* xyz 0 1
F -2.860 -1.432 1.131
N -3.266 -0.968 -0.223
N -2.943 0.102 -0.639
F -2.174 1.011 0.055
O -0.169 -1.480 -0.035
C 0.310 -0.492 -0.476
F 0.066 -0.079 -1.712
H 1.023 0.156 0.081
*
```

Atomic partial charges in e from the Mulliken method, atoms 1 to 5:
1. F -0.186
2. N 0.153
3. N 0.138
4. F -0.113
5. O -0.371

19.
Molecular formula: CHF3O2P
Method: DFT, the ωB97M-V functional and the def2-TZVPD basis

Summary:
* structure (SMILES): O=[P@H]([O-])C(F)(F)F
* Kohn-Sham gap: 9.4 eV
* highest occupied orbital energy: -0.1882 Ha
* DFT total energy: -22592.680 eV
* ΔE to the lowest compared entry with this formula, charge and spin: 37.0 kcal/mol

The geometry in ORCA input format:
```
! wB97M-V def2-TZVPD RIJCOSX def2/J DEFGRID3
* xyz -1 1
O -1.436 -0.197 1.473
P -0.495 0.599 0.713
O -0.948 1.837 0.064
C 0.350 -0.631 -0.652
F 1.525 -0.007 -1.058
F -0.379 -0.825 -1.767
F 0.599 -1.758 -0.130
H 0.784 0.982 1.358
*
```

Atomic partial charges in e from the Mulliken method, atoms 1 to 5:
1. O -0.677
2. P 0.545
3. O -0.701
4. C 0.590
5. F -0.279

20.
Molecular formula: CHF3O2S
Method: DFT, the ωB97M-V functional and the def2-TZVPD basis

Summary:
* Kohn-Sham gap (alpha / beta): 8.8 / 9.6 eV
* highest occupied orbital energy (alpha / beta): -0.3251 / -0.4875 Ha
* DFT total energy: -24131.160 eV
* ΔE to the lowest compared entry with this formula, charge and spin: 10.4 kcal/mol

The geometry in ORCA input format:
```
! wB97M-V def2-TZVPD RIJCOSX def2/J DEFGRID3
* xyz 0 3
C -0.105 0.786 -0.205
O -3.082 -0.958 1.369
O -1.498 0.236 2.850
F -0.206 0.557 -1.528
F 0.533 1.900 -0.037
F -3.462 1.682 1.755
S -2.426 0.243 1.722
H -0.024 -0.027 0.545
*
```

Atomic partial charges in e from the Mulliken method, atoms 1 to 5:
1. C 0.032
2. O -0.348
3. O -0.358
4. F -0.220
5. F -0.199